A single C4H5N3O2 molecule. Source: the Open Molecules 2025 dataset; level of theory: the ωB97M-V functional and the def2-TZVPD basis.

## Properties
Orbital gap, eV: 10.0
F_max, eV Å⁻¹: 3.83
HOMO energy, eV: -10.7
LUMO, eV: -0.64
Energy above the lowest of the compared OMol25 structures with the same formula, charge and spin, kJ/mol: 547.3

Geometry as XYZ:
```
14
Properties=species:S:1:pos:R:3:mulliken_charge:R:1
O -2.057 1.449 -1.230 -0.570
O -2.228 0.712 0.790 -0.560
N -1.731 0.734 -0.313 0.948
N -1.300 -2.695 0.091 -0.373
N 0.419 0.569 1.625 -0.647
C -1.009 -1.627 -0.173 0.174
C -0.580 -0.144 -0.532 0.019
C 0.576 0.214 0.445 0.560
C 1.928 0.085 -0.164 -1.245
H -0.279 -0.118 -1.580 0.376
H 2.055 0.831 -0.947 0.319
H -0.528 0.650 1.991 0.308
H 2.679 0.241 0.604 0.352
H 2.055 -0.901 -0.607 0.339
```


2 unconnected molecules or ions with the total composition C4H5N3O2. Source: the Open Molecules 2025 dataset; level of theory: the ωB97M-V functional and the def2-TZVPD basis.

## Properties
Orbital gap, eV: 8.3
F_max, eV Å⁻¹: 5.30
HOMO energy, eV: -9.1
LUMO, eV: -0.82
Energy above the lowest of the compared OMol25 structures with the same formula, charge and spin, kJ/mol: 675.0

Geometry as XYZ:
```
14
Properties=species:S:1:pos:R:3:mulliken_charge:R:1
O -3.485 0.008 -0.271 -0.582
O -2.026 1.493 -0.492 -0.518
N -2.337 0.350 -0.361 0.994
N 1.826 0.689 -1.202 -0.580
N -0.022 -0.092 -0.239 0.168
C 0.697 -0.001 -1.336 0.069
C -1.326 -0.641 -0.089 -0.726
C 0.594 0.725 0.657 -0.073
C 1.731 1.170 0.029 -0.360
H 0.060 0.781 1.604 0.330
H 2.557 1.923 0.468 0.274
H -1.526 -1.491 -0.690 0.401
H -1.676 -0.985 1.341 0.298
H 0.326 -0.268 -2.384 0.305
```


A single C4H5N3O2S molecule. Source: the Open Molecules 2025 dataset; level of theory: the ωB97M-V functional and the def2-TZVPD basis.

## Properties
Orbital gap, eV: 9.7
F_max, eV Å⁻¹: 1.84
HOMO energy, eV: -9.1
LUMO, eV: 0.58
Energy above the lowest of the compared OMol25 structures with the same formula, charge and spin, kJ/mol: 0.0

Geometry as XYZ:
```
15
Properties=species:S:1:pos:R:3:mulliken_charge:R:1
S 1.778 -1.231 0.008 0.050
O -0.945 -1.202 -0.023 -0.653
O -2.277 0.648 -0.027 -0.345
N 2.282 1.228 0.026 0.209
N 3.533 0.650 0.018 -0.735
N -0.008 0.916 -0.094 -0.552
C -3.374 -0.249 0.029 -0.596
C -1.062 0.018 -0.066 0.742
C 1.201 0.401 -0.044 0.471
C 3.389 -0.640 -0.051 -0.067
H -3.435 -0.844 -0.880 0.270
H 4.181 -1.376 -0.117 0.397
H 2.179 2.242 0.138 0.309
H -3.219 -0.916 0.913 0.267
H -4.225 0.357 0.171 0.233
```


A molecular structure, C4H5N3O3. Source: the Open Molecules 2025 dataset; level of theory: the ωB97M-V functional and the def2-TZVPD basis.

## Properties
Orbital gap (spin up / spin down), eV: 8.4 / 8.4
F_max, eV Å⁻¹: 7.57
HOMO energy (spin up / spin down), eV: -9.0 / -9.0
LUMO (spin up / spin down), eV: -0.59 / -0.59
Energy above the lowest of the compared OMol25 structures with the same formula, charge and spin, kJ/mol: 893.6

Geometry as XYZ:
```
15
Properties=species:S:1:pos:R:3:mulliken_charge:R:1
O -1.997 -2.103 0.088 -0.621
O 1.011 0.998 -0.119 -0.035
O -3.478 -0.534 0.020 -0.677
N -2.277 2.193 -0.078 -0.452
N -2.328 -0.911 0.061 0.959
N 0.084 1.920 -0.021 -0.579
C -1.250 0.037 0.069 0.165
C 0.728 -0.214 -0.156 0.545
C 1.435 -1.488 0.000 -1.021
C -1.202 1.432 0.056 0.186
H -3.121 1.576 -0.066 0.277
H 0.591 -2.119 0.167 0.325
H 1.869 -1.508 0.964 0.317
H 2.018 -1.706 -0.844 0.335
H -2.370 3.012 0.476 0.275
```